[1]
Below is a structure of composition C32H27IrN6O, with properties calculated with ωB97M-V with the def2-TZVPD basis set.

HOMO level (alpha / beta), eV: -10.9 / -10.9
Lowest unoccupied orbital energy (alpha / beta), eV: -3.57 / -4.74
Energy, a.u.: -1743.6000
HOMO-LUMO gap (alpha / beta), eV: 7.29 / 6.12

```
! wB97M-V def2-TZVPD RIJCOSX def2/J DEFGRID3
* xyz 1 2
Ir -0.35642 -0.10159 0.43949
O -0.20384 -1.72427 1.39364
N -0.58396 1.86961 -0.29112
N -2.17458 -0.75012 -0.39055
N -1.25020 -1.69769 -2.41288
N 1.51975 0.50403 1.11804
N 2.57447 0.63136 -1.07815
N 0.54148 -0.57597 -1.36336
C -1.70423 0.28566 3.19889
C -4.24189 -2.60468 -0.60181
C -2.05161 1.08404 4.28422
C 1.68132 0.06505 -1.79034
C -1.00681 2.25033 2.00427
C 1.29943 -0.53220 -5.92968
C -0.13842 -3.86609 0.33726
C 0.95122 -3.43646 2.57306
C -2.18337 -1.65242 -1.41342
C 0.14095 4.47409 -0.82982
C 0.37439 -1.00554 -5.00213
C 0.61313 -2.86904 1.20671
C -1.35034 3.04774 3.09233
C -0.14393 -1.05140 -2.44277
C 1.70717 0.55381 2.45646
C 2.90680 0.87873 3.03667
C -1.17192 0.86002 2.04993
C -0.39549 2.27656 -1.55454
C 2.67208 0.43373 -4.17718
C -0.04538 3.57023 -1.86827
C -1.86771 2.46177 4.23485
C 3.79124 1.16805 0.84608
C 0.62602 -0.74413 -3.67219
C -0.14697 4.08446 0.46436
C -0.55339 2.78141 0.71252
C -3.21943 -0.76437 0.48502
C -4.23803 -1.66910 0.43615
C -3.24223 -2.56842 -1.53319
C 2.42939 0.17341 -5.52428
C 3.96922 1.21630 2.20849
C 1.74934 -0.03846 -3.26887
C 2.57386 0.75555 0.29746
H 0.03345 -3.67048 3.11548
H 1.14087 -0.71394 -6.98446
H -5.02353 -1.63733 1.17682
H 4.57600 1.42578 0.15086
H -0.50568 -1.55747 -5.30512
H 0.44368 -4.78381 0.25487
H -0.04992 4.78172 1.28429
H -1.83378 -0.78923 3.25650
H -5.03694 -3.33458 -0.68242
H -1.10974 -4.09387 0.78122
H -3.22813 -3.22462 -2.39083
H -2.46122 0.62550 5.17573
H 3.12929 0.52511 -6.27077
H -2.13871 3.07461 5.08392
H 0.48869 5.47887 -1.03027
H -3.20276 0.00768 1.23578
H 0.08477 3.85447 -2.90246
H 3.00189 0.88303 4.11254
H 4.92325 1.50869 2.62734
H 3.54156 0.98868 -3.85036
H 1.54079 -2.59506 0.68722
H 1.52414 -2.71550 3.15771
H -0.55002 1.53876 -2.32887
H 1.54104 -4.34574 2.46425
H -0.29399 -3.46128 -0.66303
H -1.22891 4.12374 3.05091
H 0.84283 0.33230 3.06179
*
```


[2]
Below is a structure of composition C18H17FN2OS, with properties calculated with ωB97M-V with the def2-TZVPD basis set.

HOMO level, eV: -8.4
Lowest unoccupied orbital energy, eV: 0.48
Energy, a.u.: -1378.4335
HOMO-LUMO gap, eV: 8.85

```
! wB97M-V def2-TZVPD RIJCOSX def2/J DEFGRID3
* xyz 0 1
S 2.35132 -1.75051 -2.15098
F -4.02622 4.52865 2.53487
O 1.90750 1.29009 -0.73698
N 1.37177 -2.27738 0.21779
N 0.22401 0.58596 0.58499
C -3.04558 1.40845 0.75396
C 0.04160 -2.45931 -0.81373
C -1.86936 4.07567 1.40639
C -1.52218 1.84827 0.54587
C -2.07632 -2.71241 -1.33281
C -0.60157 1.06817 -0.28082
C 2.26528 -2.01027 -0.41966
C 2.58111 0.37355 1.16588
C -3.69929 2.51168 1.55135
C -1.06981 -2.82255 -0.33799
C 0.48170 -2.14242 -2.06151
C -0.36730 -2.07137 -3.18432
C -1.81504 -2.43637 -2.81920
C 3.50903 -1.81783 0.01247
C 3.87023 -0.58540 0.56468
C -3.15358 3.68943 1.75002
C -0.96998 3.02565 0.99397
C 1.57936 0.86142 0.27457
H -1.43863 -3.10461 0.81971
H 0.19103 0.06273 1.44457
H 4.77935 -0.44181 1.21451
H -0.21785 1.40904 -1.01450
H 3.50709 -2.57443 1.22959
H -3.32741 0.52382 0.40956
H 4.40807 -2.33938 -0.30618
H -1.46281 5.07330 1.69519
H -1.26216 -0.04704 -0.43995
H 3.04758 1.12196 1.77468
H -2.67646 -2.50331 -3.53729
H -0.03845 3.26561 0.65162
H -4.58605 2.38344 1.78991
H 3.95992 0.03831 -0.44183
H -0.07341 -1.89471 -4.07706
H 2.33425 -0.31944 1.89243
H -3.11073 -2.83466 -1.32378
*
```